# 1
Formula: C9H34N14O9
Source: OMol25
Level of theory: ωB97M-V with the def2-TZVPD basis set

E_LUMO ... -0.2 eV
Gap between HOMO and LUMO ... 8.851 eV
Calculated total energy ... -1807.2214 Ha
Energy above the lowest of the compared OMol25 structures with the same formula, charge and spin ... 331.7 kJ/mol

```
! RIJCOSX wB97M-V def2-TZVPD def2/J DEFGRID3
* xyz 0 1
N -2.912 -0.336 -3.268
C -2.151 -0.029 -4.343
N -1.810 1.186 -4.214
O -1.850 -0.727 -5.314
H -3.048 0.372 -2.561
H -3.134 -1.321 -3.237
H -2.005 1.806 -3.441
H -1.456 1.680 -5.021
N 2.853 -2.755 4.784
C 2.797 -2.805 3.497
N 2.431 -1.675 2.979
O 3.100 -3.763 2.801
H 2.894 -1.890 5.305
H 2.854 -3.650 5.252
H 2.000 -0.946 3.529
H 2.191 -1.718 1.999
N -0.681 3.717 -0.314
C -1.398 4.092 -1.373
N -1.592 5.359 -1.447
O -1.778 3.383 -2.319
H -0.446 4.339 0.446
H -0.290 2.788 -0.259
H -1.405 5.874 -0.598
H -2.352 5.616 -2.060
N 0.867 -0.369 -2.295
C 0.858 0.210 -1.119
N 0.474 -0.575 -0.124
O 0.995 1.400 -1.063
H 0.398 0.188 -2.995
H 1.037 -1.353 -2.444
H 0.100 -1.460 -0.435
H -0.097 -0.125 0.578
N 4.272 5.584 -0.653
C 3.764 4.632 -1.445
N 2.893 3.952 -0.713
O 4.104 4.352 -2.599
H 5.219 5.886 -0.831
H 3.882 5.615 0.278
H 2.711 3.071 -1.171
H 3.108 4.084 0.265
N -2.544 -3.266 1.501
C -2.527 -2.133 0.797
N -2.619 -2.284 -0.467
O -2.360 -1.047 1.239
H -2.527 -3.101 2.498
H -2.788 -4.194 1.187
H -2.630 -3.146 -0.994
H -2.400 -1.453 -0.998
N 0.274 -5.169 -0.788
C -0.345 -4.240 -1.450
N -1.301 -4.645 -2.204
O 0.044 -3.117 -1.531
H -0.242 -6.029 -0.666
H 1.135 -4.962 -0.302
H -1.845 -3.992 -2.750
H -1.707 -5.563 -2.099
O 0.628 -0.064 4.754
C -0.373 0.072 3.761
C -0.125 1.167 2.642
O -1.040 1.140 1.576
H 0.366 -0.481 5.579
H -0.543 -0.923 3.350
H -1.247 0.399 4.325
H 0.850 0.794 2.326
H 0.117 2.148 3.050
H -1.651 0.400 1.609
*
```

What are the natural (NBO) partial charges on each atom? They are as follows, in elementary charge units: -0.87, 0.75, -0.83, -0.69, 0.41, 0.39, 0.43, 0.40, -0.84, 0.74, -0.84, -0.70, 0.40, 0.40, 0.40, 0.41, -0.83, 0.77, -0.80, -0.75, 0.38, 0.45, 0.37, 0.40, -0.86, 0.78, -0.88, -0.71, 0.41, 0.41, 0.41, 0.41, -0.84, 0.76, -0.83, -0.66, 0.40, 0.37, 0.44, 0.36, -0.84, 0.78, -0.81, -0.72, 0.40, 0.40, 0.39, 0.42, -0.81, 0.75, -0.82, -0.71, 0.38, 0.43, 0.41, 0.38, -0.76, -0.09, -0.08, -0.74, 0.49, 0.17, 0.16, 0.15, 0.18, 0.52

# 2
Formula: C9H34N6O8
Source: OMol25
Level of theory: ωB97M-V with the def2-TZVPD basis set

E_LUMO ... 0.2 eV
Gap between HOMO and LUMO ... 9.065 eV
Calculated total energy ... -1293.6844 Ha
Energy above the lowest of the compared OMol25 structures with the same formula, charge and spin ... 518.0 kJ/mol

```
! RIJCOSX wB97M-V def2-TZVPD def2/J DEFGRID3
* xyz 0 1
N 0.408 0.685 0.006
C 1.015 0.267 1.145
N 2.016 -0.537 0.974
O 0.697 0.792 2.384
H -0.205 1.528 0.137
H 0.394 0.199 -0.916
H 2.440 -0.774 1.851
H 2.257 -0.937 0.112
N -1.250 3.006 -0.439
C -2.306 2.195 -0.406
N -2.645 1.958 0.763
O -3.066 1.725 -1.401
H -0.844 3.134 -1.414
H -1.090 3.785 0.192
H -3.497 1.391 0.856
H -2.119 2.353 1.585
N -2.295 -0.728 -2.086
C -1.198 -0.914 -2.749
N -0.292 -0.012 -2.629
O -1.028 -1.973 -3.621
H -3.108 -1.260 -2.332
H -2.473 0.146 -1.546
H 0.569 -0.149 -3.148
H -0.672 0.975 -2.570
C 0.216 -3.119 -0.863
C 0.911 -3.841 0.255
O 1.118 -5.181 -0.012
H -0.789 -3.520 -0.811
H 0.711 -3.306 -1.807
H 0.165 -2.027 -0.692
H 0.362 -3.862 1.183
H 1.868 -3.320 0.522
H 1.716 -5.551 0.616
C 1.895 3.778 -0.631
O 2.224 2.484 -1.071
H 1.080 4.292 -1.171
H 2.763 4.368 -0.725
H 1.604 3.768 0.472
H 1.712 1.905 -0.572
C 4.238 -1.211 -1.805
O 2.868 -1.107 -1.973
H 4.578 -1.449 -0.780
H 4.727 -0.258 -2.134
H 4.548 -2.111 -2.324
H 2.647 -0.305 -2.498
C -2.074 -1.572 1.383
O -2.492 -2.943 1.467
H -2.309 -1.032 2.309
H -2.550 -0.993 0.595
H -0.993 -1.662 1.279
H -1.967 -3.396 2.119
C -2.055 2.430 4.035
O -1.153 2.683 3.020
H -2.211 1.387 4.268
H -2.981 2.844 3.673
H -1.600 2.951 4.914
H -0.485 2.023 3.008
*
```

What are the natural (NBO) partial charges on each atom? They are as follows, in elementary charge units: -0.93, 0.79, -0.80, -0.81, 0.43, 0.44, 0.42, 0.43, -0.87, 0.75, -0.79, -0.75, 0.41, 0.43, 0.42, 0.44, -0.81, 0.75, -0.85, -0.74, 0.41, 0.42, 0.42, 0.40, -0.63, -0.04, -0.72, 0.23, 0.24, 0.19, 0.14, 0.12, 0.47, -0.25, -0.74, 0.14, 0.19, 0.17, 0.48, -0.25, -0.74, 0.16, 0.18, 0.18, 0.48, -0.24, -0.73, 0.16, 0.18, 0.17, 0.47, -0.25, -0.76, 0.17, 0.17, 0.18, 0.52

# 3
Formula: C9H36BeN18O13S
Source: OMol25
Level of theory: ωB97M-V with the def2-TZVPD basis set

E_LUMO ... -3.3 eV
Gap between HOMO and LUMO ... 6.028 eV
Calculated total energy ... -2741.5895 Ha
Energy above the lowest of the compared OMol25 structures with the same formula, charge and spin ... 0.0 kJ/mol

```
! RIJCOSX wB97M-V def2-TZVPD def2/J DEFGRID3
* xyz 0 1
Be -1.147 0.552 2.531
S -0.422 0.134 -0.246
O -1.679 0.753 0.231
O -0.637 -0.978 -1.161
O 0.352 1.245 -0.872
O 0.338 -0.263 0.961
C 0.555 3.555 1.924
O -0.237 2.666 2.297
N 1.168 3.444 0.741
N 0.752 4.712 2.605
H 0.805 2.839 0.023
H 1.860 4.150 0.547
H 0.314 4.695 3.511
H 0.746 5.571 2.082
C -3.510 -0.259 -3.062
O -4.731 -0.359 -3.150
N -2.900 0.967 -3.115
N -2.665 -1.324 -2.939
H -3.508 1.768 -3.072
H -2.003 1.030 -2.659
H -1.868 -1.226 -2.316
H -3.021 -2.207 -3.258
C 4.185 1.824 -0.518
O 3.955 3.001 -0.793
N 5.462 1.318 -0.560
N 3.228 0.888 -0.429
H 6.270 1.884 -0.728
H 5.566 0.326 -0.448
H 3.452 -0.066 -0.213
H 2.255 1.154 -0.484
C -1.903 4.213 -1.470
O -2.442 5.198 -1.950
N -2.367 3.629 -0.344
N -0.762 3.634 -1.954
H -2.059 2.759 0.057
H -3.096 4.094 0.167
H -0.319 2.796 -1.597
H -0.395 4.137 -2.744
C 2.028 0.419 3.696
O 0.833 0.707 3.881
N 2.678 0.839 2.574
N 2.711 -0.364 4.549
H 3.582 1.278 2.584
H 2.013 1.183 1.896
H 2.210 -0.701 5.351
H 3.648 -0.646 4.329
C 1.151 -4.050 2.225
O 1.704 -5.134 2.226
N 1.616 -2.964 1.557
N 0.063 -3.776 3.016
H 2.442 -2.992 0.989
H 1.081 -2.116 1.462
H -0.333 -4.595 3.442
H -0.494 -2.960 2.840
C 2.187 -0.669 -3.719
O 3.007 -1.034 -4.553
N 2.240 0.506 -3.068
N 1.222 -1.515 -3.227
H 1.615 0.773 -2.332
H 3.008 1.086 -3.359
H 0.564 -1.205 -2.518
H 1.354 -2.470 -3.500
C -0.973 -4.491 -0.949
O -0.807 -5.700 -0.964
N -2.171 -3.898 -0.664
N -0.016 -3.629 -1.400
H -2.214 -2.896 -0.716
H -2.837 -4.419 -0.123
H -0.025 -2.620 -1.263
H 0.689 -4.056 -1.972
C -3.742 -1.290 1.525
O -2.718 -1.160 2.257
N -4.932 -1.641 2.053
N -3.742 -0.986 0.224
H -5.766 -1.407 1.548
H -4.932 -2.018 2.983
H -2.929 -0.559 -0.189
H -4.605 -1.085 -0.287
*
```

What are the Löwdin partial charges on each atom? They are as follows, in elementary charge units: 1.00, 0.35, -0.36, -0.37, -0.40, -0.34, -0.63, -0.03, 0.22, 0.18, 0.05, 0.12, 0.11, 0.12, -0.69, 0.00, 0.17, 0.16, 0.11, 0.07, 0.02, 0.11, -0.68, 0.00, 0.15, 0.16, 0.10, 0.09, 0.11, 0.04, -0.70, 0.02, 0.16, 0.16, 0.04, 0.10, 0.04, 0.11, -0.63, -0.02, 0.18, 0.20, 0.12, 0.05, 0.12, 0.12, -0.69, 0.03, 0.16, 0.15, 0.10, 0.04, 0.10, 0.07, -0.68, 0.01, 0.16, 0.16, 0.04, 0.11, 0.04, 0.09, -0.68, 0.03, 0.16, 0.15, 0.04, 0.10, 0.03, 0.10, -0.61, -0.04, 0.19, 0.21, 0.12, 0.12, 0.05, 0.13

# 4
Formula: C9H38O10
Source: OMol25
Level of theory: ωB97M-V with the def2-TZVPD basis set

E_LUMO ... 0.0 eV
Gap between HOMO and LUMO ... 9.991 eV
Calculated total energy ... -1118.0382 Ha
Energy above the lowest of the compared OMol25 structures with the same formula, charge and spin ... 235.2 kJ/mol

```
! RIJCOSX wB97M-V def2-TZVPD def2/J DEFGRID3
* xyz 0 1
C 0.702 9.497 -33.909
C 0.637 8.939 -32.482
C -0.599 9.354 -31.788
O 0.565 7.516 -32.536
H 1.640 9.250 -34.406
H 0.557 10.577 -33.893
H -0.025 8.927 -34.488
H 1.414 9.230 -31.775
H -1.461 8.901 -32.278
H -0.785 10.427 -31.825
H -0.607 9.004 -30.755
H 0.222 7.188 -31.701
C -6.561 9.358 -18.429
C -5.593 9.261 -19.616
C -6.220 9.769 -20.840
O -4.495 10.069 -19.221
H -6.293 8.780 -17.545
H -7.530 9.016 -18.792
H -6.695 10.393 -18.113
H -5.255 8.232 -19.730
H -6.819 10.635 -20.556
H -6.980 9.110 -21.259
H -5.414 10.019 -21.529
H -3.858 10.042 -19.939
C -7.709 14.113 -27.877
C -6.936 13.582 -26.673
C -7.243 14.236 -25.324
O -7.262 12.206 -26.593
H -8.789 14.093 -27.733
H -7.499 13.473 -28.734
H -7.515 15.119 -28.249
H -5.893 13.773 -26.924
H -6.621 13.845 -24.518
H -8.276 14.079 -25.015
H -7.004 15.299 -25.303
H -6.487 11.682 -26.374
O -5.791 4.928 -23.797
H -6.480 5.513 -24.114
H -6.091 4.052 -24.036
O -9.008 6.720 -25.540
H -9.146 6.560 -26.473
H -9.870 6.590 -25.144
O -6.021 6.301 -29.590
H -6.587 6.436 -30.350
H -6.068 7.126 -29.107
O -4.161 8.412 -26.173
H -3.255 8.137 -26.038
H -4.626 8.097 -25.398
O -2.325 4.832 -29.478
H -1.926 5.143 -28.665
H -3.222 5.165 -29.448
O -0.554 5.943 -25.819
H -0.688 5.820 -24.879
H 0.366 5.721 -25.962
O -1.704 5.270 -22.187
H -1.404 4.547 -21.636
H -2.562 4.990 -22.504
*
```

What are the natural (NBO) partial charges on each atom? They are as follows, in elementary charge units: -0.63, 0.09, -0.63, -0.73, 0.22, 0.21, 0.22, 0.16, 0.21, 0.21, 0.20, 0.47, -0.62, 0.09, -0.63, -0.72, 0.21, 0.20, 0.22, 0.16, 0.21, 0.22, 0.20, 0.46, -0.63, 0.09, -0.63, -0.73, 0.21, 0.22, 0.21, 0.16, 0.21, 0.21, 0.21, 0.48, -0.95, 0.48, 0.47, -0.94, 0.47, 0.47, -0.94, 0.47, 0.47, -0.95, 0.48, 0.47, -0.95, 0.47, 0.48, -0.95, 0.48, 0.47, -0.95, 0.47, 0.48

Which formula does entry 1 have?
C9H34N14O9